Model one:
DFT (the ωB97M-V functional and the def2-TZVPD basis) results for the molecule C4H6N2O3.

Values from the calculation:
LUMO level: 0.46 eV
Highest occupied orbital energy: -8.147 eV
SMILES: COc1n(O)cc[n+]1[O-]
HOMO-LUMO gap: 8.60 eV

ORCA input file:
```
! wB97M-V def2-TZVPD RIJCOSX def2/J DEFGRID3
* xyz 0 1
N -0.613 0.459 0.947
H 1.957 0.621 1.566
O -0.238 1.037 2.012
N -0.794 -0.558 -1.114
H 2.522 -0.824 0.671
H -2.845 -1.043 -0.970
H 3.255 0.774 0.346
C -1.990 -0.596 -0.500
O 1.398 0.541 -0.434
O -0.489 -0.852 -2.415
C -1.884 -0.054 0.741
C 2.338 0.253 0.610
H -0.136 -0.061 -2.853
H -2.615 0.008 1.520
C 0.134 0.296 -0.127
*
```

Mulliken atomic charge list, values in e, 6 entries: atom 1 (N): 0.634, atom 2 (H): 0.367, atom 3 (O): -0.810, atom 4 (N): 0.236, atom 5 (H): 0.280, atom 6 (H): 0.443


Model two:
DFT (the ωB97M-V functional and the def2-TZVPD basis) results for a cluster of 3 separate species, C4H6N2O3 in total.

Values from the calculation:
LUMO level: 0.47 eV
Highest occupied orbital energy: -8.966 eV
HOMO-LUMO gap: 9.43 eV

ORCA input file:
```
! wB97M-V def2-TZVPD RIJCOSX def2/J DEFGRID3
* xyz 0 1
C -0.112 1.095 0.246
C 3.190 -0.791 -0.160
O 0.745 1.329 -0.773
C -0.442 0.545 -1.109
H -1.233 0.852 -1.711
N 0.002 -0.810 -1.304
H -2.949 0.760 1.770
H -1.741 -0.397 2.394
O 2.931 -1.368 -1.103
N -0.595 1.296 1.371
O 3.460 -0.254 0.846
H 0.644 -0.771 -2.124
C -2.184 0.073 1.558
H 0.538 -1.163 -0.505
H -2.254 -0.395 0.607
*
```

Mulliken atomic charge list, values in e, 6 entries: atom 1 (C): 0.942, atom 2 (C): 0.763, atom 3 (O): -0.434, atom 4 (C): -0.471, atom 5 (H): 0.467, atom 6 (N): -0.578


The calculated energies rank the structures as follows, beginning with the most stable: model two, model one.


Model one:
DFT (the ωB97M-V functional and the def2-TZVPD basis) results for a structure of composition C2H4N2S3.

Values from the calculation:
LUMO level: -0.19 eV
Highest occupied orbital energy: -8.449 eV
HOMO-LUMO gap: 8.26 eV

ORCA input file:
```
! wB97M-V def2-TZVPD RIJCOSX def2/J DEFGRID3
* xyz 0 1
S 1.792 0.155 0.140
C -0.702 1.002 0.162
H -0.095 -2.166 0.970
H -0.263 1.965 -0.106
S -1.110 1.056 1.968
S -1.178 -1.563 3.472
N 0.171 -0.065 -0.140
N -0.535 -1.260 0.985
C -0.897 -0.684 2.119
H 2.180 -0.554 -0.934
H -1.646 0.835 -0.358
*
```

Mulliken atomic charge list, values in e, 6 entries: atom 1 (S): -0.052, atom 2 (C): -0.459, atom 3 (H): 0.289, atom 4 (H): 0.395, atom 5 (S): -0.057, atom 6 (S): -0.343


Model two:
DFT (the ωB97M-V functional and the def2-TZVPD basis) results for the molecule C2H4N2S3.

Values from the calculation:
LUMO level: 0.38 eV
Highest occupied orbital energy: -7.735 eV
SMILES: SC1=CSN(S)N1
HOMO-LUMO gap: 8.11 eV

ORCA input file:
```
! wB97M-V def2-TZVPD RIJCOSX def2/J DEFGRID3
* xyz 0 1
N 0.178 0.627 -0.746
S 2.490 0.200 0.887
S -1.053 -1.591 -0.687
H 0.302 1.550 -0.404
C 0.357 -1.510 0.325
N -1.094 0.098 -0.857
H 0.776 -2.210 0.955
H -3.281 0.758 -0.366
S -2.174 0.918 0.444
C 1.008 -0.344 0.204
H 2.492 1.503 0.246
*
```

Mulliken atomic charge list, values in e, 6 entries: atom 1 (N): -0.448, atom 2 (S): -0.241, atom 3 (S): 0.004, atom 4 (H): 0.298, atom 5 (C): -0.323, atom 6 (N): -0.102


The calculated energies rank the structures as follows, beginning with the most stable: model one, model two.


Model one:
DFT (the ωB97M-V functional and the def2-TZVPD basis) results for the molecule C2H4N2S3.

Values from the calculation:
LUMO level: -0.38 eV
Highest occupied orbital energy: -8.366 eV
HOMO-LUMO gap: 7.98 eV

ORCA input file:
```
! wB97M-V def2-TZVPD RIJCOSX def2/J DEFGRID3
* xyz 0 1
H -0.374 -2.061 1.388
S 1.947 -0.631 0.075
H -2.571 -1.176 -0.390
N 2.098 1.070 -0.138
H -0.068 2.515 0.157
C -0.512 0.356 0.026
N 0.227 -0.726 -0.411
C 0.071 1.505 0.332
H 1.865 1.427 -1.110
S -0.354 -2.388 0.018
S -2.330 0.110 0.052
*
```

Mulliken atomic charge list, values in e, 6 entries: atom 1 (H): 0.218, atom 2 (S): 0.159, atom 3 (H): 0.171, atom 4 (N): -0.518, atom 5 (H): 0.350, atom 6 (C): 0.545


Model two:
DFT (the ωB97M-V functional and the def2-TZVPD basis) results for the molecule C2H4N2S3.

Values from the calculation:
LUMO level: 0.00 eV
Highest occupied orbital energy: -8.878 eV
SMILES: S=CN(S)/C=N\S
HOMO-LUMO gap: 8.88 eV

ORCA input file:
```
! wB97M-V def2-TZVPD RIJCOSX def2/J DEFGRID3
* xyz 0 1
S -1.653 -1.509 1.281
H 1.215 -0.029 -2.287
S 0.070 2.056 -2.117
C 0.669 0.627 -1.609
N -1.202 0.150 1.329
C -0.334 0.667 0.582
H -2.694 -1.289 2.062
H -0.133 1.738 0.606
H 2.269 -0.955 0.616
N 0.503 0.030 -0.387
S 1.290 -1.487 -0.077
*
```

Mulliken atomic charge list, values in e, 6 entries: atom 1 (S): -0.104, atom 2 (H): 0.295, atom 3 (S): -0.297, atom 4 (C): -0.064, atom 5 (N): -0.328, atom 6 (C): 0.024


The calculated energies rank the structures as follows, beginning with the most stable: model two, model one.


Model one:
DFT (the ωB97M-V functional and the def2-TZVPD basis) results for the ion C6H10NO with charge +1.

Values from the calculation:
LUMO level (spin up / spin down): -5.04 / -4.09 eV
Highest occupied orbital energy (spin up / spin down): -12.594 / -13.722 eV
HOMO-LUMO gap (spin up / spin down): 7.55 / 9.64 eV

ORCA input file:
```
! wB97M-V def2-TZVPD RIJCOSX def2/J DEFGRID3
* xyz 1 1
H -1.723 -2.683 -0.653
C -2.285 -0.680 0.316
C -2.136 -1.820 -0.233
C 1.884 -1.570 -0.416
H -3.363 -0.279 0.697
C 0.590 -1.138 -0.043
N -0.030 0.258 -0.207
H 2.688 -0.795 -0.709
H -0.062 0.415 -1.243
H -1.946 1.378 0.046
H 2.118 1.031 -0.246
H 1.371 1.234 1.132
H 0.736 2.151 -0.059
C 1.105 1.198 0.129
H 1.993 -2.555 -0.697
H -1.036 0.723 1.607
O 1.511 -1.233 0.944
C -1.302 0.501 0.496
*
```

Mulliken atomic charge list, values in e, 6 entries: atom 1 (H): 0.425, atom 2 (C): -0.128, atom 3 (C): -0.537, atom 4 (C): -0.338, atom 5 (H): 0.247, atom 6 (C): 0.243


Model two:
DFT (the ωB97M-V functional and the def2-TZVPD basis) results for the ion C6H10NO with charge +1.

Values from the calculation:
LUMO level: -5.14 eV
Highest occupied orbital energy: -13.131 eV
SMILES: C=[NH+]/C=C/CCC=O
HOMO-LUMO gap: 7.99 eV

ORCA input file:
```
! wB97M-V def2-TZVPD RIJCOSX def2/J DEFGRID3
* xyz 1 1
H 1.354 -2.504 1.673
H 1.101 0.460 -1.171
H 2.071 -1.563 -0.597
H -0.236 -1.850 1.355
O 0.952 0.719 1.519
C -0.878 0.014 -0.797
H -2.761 1.188 -2.327
C 0.813 -1.671 1.216
H -1.618 -0.724 -0.543
C 0.399 -0.297 -0.857
H 1.683 -0.515 2.921
H -2.467 2.872 -1.635
C 1.202 -0.384 1.935
C -2.219 1.824 -1.638
C 1.027 -1.535 -0.316
H 0.647 -2.473 -0.735
N -1.263 1.397 -0.938
H -0.823 1.931 -0.191
*
```

Mulliken atomic charge list, values in e, 6 entries: atom 1 (H): 0.390, atom 2 (H): 0.321, atom 3 (H): 0.370, atom 4 (H): 0.283, atom 5 (O): -0.469, atom 6 (C): -0.362


The calculated energies rank the structures as follows, beginning with the most stable: model two, model one.


Model one:
DFT (the ωB97M-V functional and the def2-TZVPD basis) results for a cluster of 2 separate species, C3H9NO2 in total.

Values from the calculation:
LUMO level: 0.66 eV
Highest occupied orbital energy: -9.873 eV
SMILES: CC(N)=O.CO
HOMO-LUMO gap: 10.53 eV

ORCA input file:
```
! wB97M-V def2-TZVPD RIJCOSX def2/J DEFGRID3
* xyz 0 1
H -1.928 2.453 0.851
C -0.277 1.525 -0.123
H -2.290 1.128 -0.244
H -0.055 -2.230 0.518
H 2.085 -1.368 0.995
H 0.018 2.435 -1.992
N 0.301 1.631 -1.448
H -1.969 2.647 -0.886
H 0.929 -3.558 -0.151
C -1.698 1.968 -0.046
H 1.177 1.378 -1.548
O 0.250 0.712 0.664
C 0.789 -2.913 0.788
O 2.151 -2.420 0.954
H 0.517 -3.387 1.667
*
```

Mulliken atomic charge list, values in e, 6 entries: atom 1 (H): 0.303, atom 2 (C): 0.601, atom 3 (H): 0.259, atom 4 (H): 0.192, atom 5 (H): 0.332, atom 6 (H): 0.209


Model two:
DFT (the ωB97M-V functional and the def2-TZVPD basis) results for a cluster of 2 separate species, C3H9NO2 in total.

Values from the calculation:
LUMO level: 0.93 eV
Highest occupied orbital energy: -9.436 eV
SMILES: CC(=O)O.CN
HOMO-LUMO gap: 10.37 eV

ORCA input file:
```
! wB97M-V def2-TZVPD RIJCOSX def2/J DEFGRID3
* xyz 0 1
H 1.772 -2.637 1.108
H 3.094 -2.257 -0.871
H 1.901 -2.565 -1.844
H -2.382 2.584 1.039
H 0.902 -3.550 -0.111
C 1.301 -2.563 0.130
H 0.144 0.268 -0.926
O 0.105 1.142 -0.505
C -1.357 2.567 0.690
H -0.677 2.979 1.437
O -1.716 0.219 0.398
H -1.269 3.294 -0.126
H 0.388 -1.976 0.151
N 2.102 -2.057 -0.988
C -1.034 1.193 0.227
*
```

Mulliken atomic charge list, values in e, 6 entries: atom 1 (H): 0.284, atom 2 (H): 0.235, atom 3 (H): 0.207, atom 4 (H): 0.297, atom 5 (H): 0.282, atom 6 (C): -0.564


Model three:
DFT (the ωB97M-V functional and the def2-TZVPD basis) results for a cluster of 2 separate species, C3H9NO2 in total.

Values from the calculation:
LUMO level: 0.81 eV
Highest occupied orbital energy: -9.635 eV
SMILES: CNC(C)=O.O
HOMO-LUMO gap: 10.45 eV

ORCA input file:
```
! wB97M-V def2-TZVPD RIJCOSX def2/J DEFGRID3
* xyz 0 1
C -1.452 -2.397 -0.059
H -0.497 -2.323 -0.580
H -2.025 -1.207 1.522
C -1.178 0.477 -1.177
H -0.818 -0.179 -1.987
H 4.646 2.951 0.937
H -2.074 0.736 -1.781
H -1.422 -3.117 0.745
C -1.234 0.080 0.264
H -2.199 -2.658 -0.811
H 6.256 3.200 1.184
O 5.364 3.312 1.459
O -0.864 0.827 1.140
N -1.873 -1.106 0.528
H -0.630 1.404 -1.386
*
```

Mulliken atomic charge list, values in e, 6 entries: atom 1 (C): -0.782, atom 2 (H): 0.273, atom 3 (H): 0.271, atom 4 (C): -1.011, atom 5 (H): 0.295, atom 6 (H): 0.324


The calculated energies rank the structures as follows, beginning with the most stable: model two, model three, model one.


Model one:
DFT (the ωB97M-V functional and the def2-TZVPD basis) results for a cluster of 2 separate species, C3H9NO2 in total.

Values from the calculation:
LUMO level: 0.74 eV
Highest occupied orbital energy: -9.107 eV
SMILES: C=CO.NCO
HOMO-LUMO gap: 9.85 eV

ORCA input file:
```
! wB97M-V def2-TZVPD RIJCOSX def2/J DEFGRID3
* xyz 0 1
N -1.402 2.433 -1.158
C 2.557 -2.907 0.562
H 0.819 -1.268 1.444
O 0.951 -1.090 0.388
H -3.366 2.225 0.164
C -1.533 1.685 0.018
H -0.873 2.141 0.831
H 2.552 -2.757 1.630
H 1.699 -2.309 -1.288
H -1.216 3.379 -1.217
C 1.757 -2.060 -0.190
H -1.155 0.701 -0.237
O -2.833 1.623 0.728
H -0.716 2.104 -1.776
H 2.759 -3.900 0.100
*
```

Mulliken atomic charge list, values in e, 6 entries: atom 1 (N): -0.558, atom 2 (C): -0.790, atom 3 (H): 0.316, atom 4 (O): -0.499, atom 5 (H): 0.275, atom 6 (C): 0.043


Model two:
DFT (the ωB97M-V functional and the def2-TZVPD basis) results for a cluster of 2 separate species, C3H9NO2 in total.

Values from the calculation:
LUMO level: 0.66 eV
Highest occupied orbital energy: -9.751 eV
SMILES: CCC(N)=O.O
HOMO-LUMO gap: 10.41 eV

ORCA input file:
```
! wB97M-V def2-TZVPD RIJCOSX def2/J DEFGRID3
* xyz 0 1
H -2.016 -0.252 -0.572
O -1.438 -3.659 2.450
H -2.904 1.629 -2.552
H 0.931 0.589 0.054
H -1.939 1.428 -4.024
O 0.008 0.518 -2.820
H 0.230 -0.981 -0.448
H -2.302 -3.385 2.067
H -1.127 -4.386 1.866
H -1.468 1.425 -0.282
C -1.067 0.707 -2.320
H -0.375 -0.161 1.025
N -2.038 1.334 -3.010
C 0.000 0.000 0.000
C -1.243 0.494 -0.838
*
```

Mulliken atomic charge list, values in e, 6 entries: atom 1 (H): 0.279, atom 2 (O): -0.645, atom 3 (H): 0.201, atom 4 (H): 0.316, atom 5 (H): 0.242, atom 6 (O): -0.594


Model three:
DFT (the ωB97M-V functional and the def2-TZVPD basis) results for a cluster of 2 separate species, C3H9NO2 in total.

Values from the calculation:
LUMO level: 0.87 eV
Highest occupied orbital energy: -8.971 eV
SMILES: C=CO.NCO
HOMO-LUMO gap: 9.84 eV

ORCA input file:
```
! wB97M-V def2-TZVPD RIJCOSX def2/J DEFGRID3
* xyz 0 1
C -0.485 1.490 0.352
H 1.522 -2.661 -0.392
H -1.370 -1.800 0.177
H -0.372 2.393 -1.217
O -0.273 -1.179 -1.465
H 1.007 1.965 1.568
H 0.600 -2.991 1.199
H -1.213 2.106 0.894
H -0.614 0.470 0.709
C -0.386 -1.858 -0.286
H -0.671 -0.287 -1.366
C 0.632 -2.557 0.213
O -0.794 1.540 -1.053
H 1.553 1.401 0.099
N 0.863 1.970 0.568
*
```

Mulliken atomic charge list, values in e, 6 entries: atom 1 (C): -0.127, atom 2 (H): 0.254, atom 3 (H): 0.438, atom 4 (H): 0.324, atom 5 (O): -0.549, atom 6 (H): 0.221


The calculated energies rank the structures as follows, beginning with the most stable: model two, model three, model one.